1.
{
  "formula": "C2Br2NO4",
  "method": "ωB97M-V/def2-TZVPD",
  "de_lowest_ev": 1.2805,
  "total_charge": -1,
  "e_homo_ev": -4.27,
  "symbols": ["C", "C", "N", "O", "O", "O", "O", "Br", "Br"],
  "positions_angstrom": [[-2.483080, -0.380938, -0.300882], [2.034113, 0.460764, -0.762543], [0.372747, 0.219219, 0.619225], [-2.925805, 0.138840, 0.611881], [-0.316718, 1.225304, 0.614693], [-2.287185, -0.791202, -1.383287], [-0.032926, -0.930474, 0.891445], [2.456804, -1.383200, -0.692498], [3.182050, 1.441685, 0.401964]],
  "atomic_forces_ev_per_a": [[-0.4, -0.2, -3.1], [-1.7, -0.1, 0.6], [0.9, -0.6, -1.7], [-0.4, 0.4, 2.1], [-0.2, -0.6, 0.6], [0.6, -0.2, 1.1], [-0.1, 1.8, 0.0], [0.6, -0.8, -0.2], [0.7, 0.4, 0.5]]
}

***

2.
{
  "formula": "C22H26ClN3O4S",
  "method": "ωB97M-V/def2-TZVPD",
  "smiles": "O=C(CCNC(=O)C1CCN(S(=O)(=O)c2ccccc2)CC1)NCc1cccc(Cl)c1",
  "de_lowest_ev": 0.0156,
  "e_homo_ev": -9.15,
  "symbols": ["O", "C", "N", "H", "C", "C", "C", "C", "C", "C", "C", "H", "Cl", "H", "H", "H", "H", "H", "C", "H", "H", "C", "N", "C", "O", "C", "C", "C", "N", "S", "O", "O", "C", "C", "C", "C", "C", "C", "H", "H", "H", "H", "H", "C", "C", "H", "H", "H", "H", "H", "H", "H", "H", "H", "H", "H", "H"],
  "positions_angstrom": [[0.362111, 0.807206, -1.277687], [0.968533, 0.051045, -2.014930], [0.485844, -1.143054, -2.398975], [1.052601, -1.763719, -2.954479], [-0.787683, -1.655434, -1.935235], [-0.686499, -3.089006, -1.491227], [-1.544133, -4.052164, -2.006240], [-1.443202, -5.370575, -1.595836], [-0.481555, -5.745769, -0.675231], [0.374039, -4.780290, -0.166541], [0.280038, -3.457023, -0.562556], [0.950718, -2.718621, -0.149080], [1.578717, -5.233227, 0.984602], [-0.393623, -6.770915, -0.352739], [-2.115568, -6.112969, -1.998356], [-2.296905, -3.770534, -2.728040], [-1.093164, -1.010129, -1.105022], [-1.532176, -1.563082, -2.735580], [2.344810, 0.400311, -2.562054], [2.581845, -0.175516, -3.455754], [2.344027, 1.463565, -2.809827], [3.401152, 0.135709, -1.471973], [3.013519, 0.732414, -0.216681], [2.287482, 0.007839, 0.669630], [2.212640, -1.203272, 0.588230], [1.629100, 0.764652, 1.817363], [1.455162, 2.268183, 1.604173], [0.741220, 2.878016, 2.817226], [-0.499476, 2.222551, 3.132344], [-1.915284, 2.881628, 2.574510], [-1.770619, 4.305642, 2.678602], [-2.976985, 2.234722, 3.289267], [-2.099646, 2.469032, 0.835184], [-1.574515, 3.314426, -0.121284], [-1.736920, 3.004209, -1.460806], [-2.425162, 1.858867, -1.825193], [-2.957227, 1.022838, -0.856816], [-2.792883, 1.328017, 0.483998], [-3.207013, 0.707360, 1.263105], [-3.504081, 0.136588, -1.143882], [-2.550701, 1.618375, -2.870654], [-1.328628, 3.654901, -2.219268], [-1.064638, 4.210367, 0.197276], [-0.422696, 0.789054, 3.263770], [0.248198, 0.138446, 2.056724], [0.355977, -0.934197, 2.220216], [-0.355337, 0.293401, 1.159711], [0.147836, 0.560299, 4.172277], [-1.443686, 0.431753, 3.397483], [1.394893, 2.805259, 3.695697], [0.502484, 3.928658, 2.649233], [2.419837, 2.771363, 1.502935], [0.859346, 2.429523, 0.702799], [2.251417, 0.590997, 2.705227], [2.891721, 1.732061, -0.225107], [4.368897, 0.538381, -1.781497], [3.495842, -0.938160, -1.293032]],
  "atomic_forces_ev_per_a": [[-0.1, 0.2, 0.2], [0.4, 0.1, -0.5], [-0.2, -0.5, -0.1], [0.1, 0.1, 0.0], [-0.2, 0.1, 0.1], [0.0, -0.1, -0.1], [0.0, 0.1, 0.0], [0.0, 0.0, 0.0], [0.0, 0.0, 0.0], [-0.2, 0.1, -0.2], [0.0, -0.1, 0.0], [0.1, 0.1, 0.1], [0.2, -0.1, 0.2], [0.0, -0.1, 0.0], [-0.1, -0.1, 0.0], [-0.1, 0.0, -0.1], [0.0, -0.1, -0.1], [0.0, 0.0, 0.2], [0.0, 0.0, 0.4], [0.0, 0.0, -0.1], [-0.1, -0.1, -0.1], [0.1, -0.1, -0.1], [0.3, 0.3, -0.1], [0.2, 0.4, 0.4], [-0.1, -0.4, 0.0], [-0.3, -0.1, -0.3], [0.0, -0.1, 0.3], [0.4, 0.5, -0.3], [-0.9, 0.5, -0.2], [0.0, 0.1, 0.3], [0.2, -0.1, -0.3], [0.1, -0.3, -0.3], [0.0, 0.2, 0.7], [0.1, 0.2, -0.1], [0.0, 0.0, 0.0], [-0.1, 0.0, 0.0], [0.0, 0.0, 0.0], [-0.1, -0.2, 0.0], [-0.1, -0.1, 0.0], [-0.1, -0.1, 0.0], [0.0, 0.0, -0.1], [0.0, 0.1, 0.0], [0.1, 0.1, 0.0], [-0.2, -0.6, -0.1], [0.1, 0.0, 0.3], [0.0, 0.0, 0.0], [0.0, -0.1, 0.0], [-0.1, 0.0, 0.0], [0.1, -0.2, 0.1], [-0.1, 0.0, 0.0], [0.3, 0.0, 0.1], [0.0, 0.1, -0.1], [0.1, 0.0, -0.1], [0.0, 0.0, 0.0], [-0.1, -0.1, 0.1], [-0.1, -0.1, 0.0], [0.1, 0.2, -0.1]]
}

***

3.
{
  "formula": "C23H43BrN2O10P2S2",
  "method": "ωB97M-V/def2-TZVPD",
  "smiles": "CCCCCC[C@@H]1C(=O)O[C@H](CCCSC(=S)n2ccnc2)[C@H]1Br.COP(=O)(OC)OC.COP(=O)(OC)OC",
  "e_homo_ev": -8.62,
  "symbols": ["C", "C", "C", "C", "C", "C", "C", "C", "O", "O", "C", "C", "C", "C", "S", "C", "S", "N", "C", "C", "N", "C", "C", "Br", "H", "H", "H", "H", "H", "H", "H", "H", "H", "H", "H", "H", "H", "H", "H", "H", "H", "H", "H", "H", "H", "H", "H", "H", "H", "C", "O", "P", "O", "O", "C", "O", "C", "H", "H", "H", "H", "H", "H", "H", "H", "H", "C", "O", "P", "O", "O", "C", "O", "C", "H", "H", "H", "H", "H", "H", "H", "H", "H"],
  "positions_angstrom": [[-4.027045, -3.111794, 3.510525], [-4.088562, -3.694841, 2.010824], [-4.852189, -2.710143, 0.966884], [-4.088524, -2.779438, -0.474182], [-5.137663, -3.028240, -1.699124], [-5.640047, -1.679511, -2.385949], [-4.688376, -1.048782, -3.493688], [-3.429324, -1.811104, -4.083837], [-3.001977, -2.971909, -4.024930], [-2.783961, -0.794291, -4.873504], [-2.573348, 0.329526, -3.934447], [-1.407750, -0.307665, -2.989476], [-0.365990, 0.785611, -2.448740], [0.788952, 0.153473, -1.506692], [0.805646, -1.701919, -1.433915], [1.479432, -2.416887, -3.008460], [0.622512, -3.486751, -3.974001], [2.856125, -2.019750, -3.375604], [3.377272, -1.012634, -4.268150], [4.893649, -1.201849, -4.078431], [5.186583, -2.268395, -3.112743], [3.906693, -2.754642, -2.717124], [-4.004541, 0.392439, -3.176411], [-5.345282, 1.667411, -3.969210], [-2.918941, -3.124175, 3.834407], [-4.374232, -2.029915, 3.586337], [-4.576141, -3.804192, 4.237352], [-4.570409, -4.740560, 2.051779], [-3.009080, -3.859727, 1.669247], [-5.954710, -3.007799, 0.890684], [-4.848221, -1.640450, 1.397464], [-3.447493, -1.849078, -0.629635], [-3.471012, -3.752037, -0.423194], [-6.063984, -3.492476, -1.183137], [-4.776586, -3.836495, -2.426633], [-5.795347, -0.869721, -1.574680], [-6.666956, -1.855772, -2.849470], [-5.285454, -0.793749, -4.446444], [-2.255113, 1.250179, -4.538710], [-1.850755, -0.831692, -2.074940], [-0.830989, -1.019806, -3.682650], [-0.959333, 1.560640, -1.834771], [0.146902, 1.306050, -3.341285], [0.584748, 0.512205, -0.427448], [1.833883, 0.533873, -1.780948], [2.763358, -0.306719, -4.904469], [5.689016, -0.582210, -4.623568], [3.606381, -3.580779, -1.998508], [-3.795421, 0.628801, -2.082147], [-1.095212, 2.453529, 5.784574], [-1.511335, 1.886627, 4.573033], [-1.213261, 2.388004, 2.959843], [-0.781474, 0.991489, 2.543772], [0.088785, 3.289010, 3.426745], [1.272845, 2.667435, 3.906801], [-1.028697, 2.988692, 1.357701], [-1.455352, 4.336876, 1.182548], [-1.844202, 2.197925, 6.545599], [-0.168238, 1.984869, 6.113776], [-1.005647, 3.542261, 5.746925], [1.175243, 1.581037, 3.990077], [1.503707, 3.074373, 4.893520], [2.105434, 2.911255, 3.245566], [-0.847055, 5.014185, 1.789679], [-2.505388, 4.439239, 1.467067], [-1.339398, 4.612857, 0.132433], [6.430032, 3.738266, 2.420523], [5.241652, 2.997378, 2.379324], [4.881519, 1.531628, 1.561220], [4.297439, 0.940770, 2.833773], [6.486254, 1.161633, 1.435038], [7.257175, 0.870013, 2.587830], [4.506462, 0.094823, 0.698850], [4.764930, 0.158770, -0.701014], [6.160659, 4.789573, 2.587533], [7.020604, 3.443886, 3.287697], [7.011811, 3.678390, 1.497110], [6.689396, 0.992987, 3.515257], [8.116707, 1.543390, 2.611356], [7.637589, -0.150637, 2.522239], [5.832754, 0.304617, -0.889647], [4.201731, 0.982238, -1.147922], [4.456132, -0.779699, -1.163074]],
  "atomic_forces_ev_per_a": [[1.0, -0.6, 0.0], [-0.1, 0.3, 0.4], [0.7, -0.1, 0.2], [-1.2, -1.2, -0.1], [-0.5, 0.0, 1.1], [0.0, 0.1, 0.2], [0.7, 0.5, -0.4], [0.7, -1.6, -0.5], [-1.8, 4.1, -0.3], [-0.4, -0.7, 1.2], [-0.2, -1.5, 0.2], [0.6, 1.6, -0.1], [-0.2, -0.1, -0.1], [0.2, 1.2, 0.0], [0.3, -0.3, -0.8], [-0.8, 0.3, -1.5], [1.5, 1.7, 1.9], [1.3, -0.5, 0.7], [3.9, -2.1, 2.0], [-3.6, -0.8, 0.8], [-4.8, 1.0, -1.3], [1.5, 2.9, -2.4], [0.6, -0.8, -0.1], [1.1, 0.0, 0.7], [-1.8, 0.1, -0.4], [0.2, -1.5, -0.1], [0.6, 1.3, -1.0], [0.6, 1.6, -0.3], [-1.6, 0.3, 0.3], [1.5, 0.3, -0.1], [0.1, -1.6, -0.7], [-0.7, -1.4, 0.1], [-0.5, 1.8, -0.2], [1.4, 0.7, -0.9], [-0.3, 1.6, 0.9], [0.2, -1.3, -1.2], [1.4, 0.2, 0.5], [0.9, -0.8, 1.5], [-0.6, -1.4, 1.0], [0.5, 0.4, -1.5], [-1.1, 0.8, 1.3], [1.1, -1.0, -0.9], [-0.9, -0.7, 1.3], [0.4, -1.0, -1.5], [-1.5, -0.5, 0.3], [0.8, -1.3, 1.1], [-1.3, -1.3, 1.1], [0.8, 1.3, -1.1], [-0.8, -0.2, -1.4], [-0.7, 0.5, 0.9], [-2.0, 1.0, -1.7], [8.0, -4.8, 0.2], [-1.7, 0.9, 0.0], [-1.3, 0.9, -0.5], [0.4, -0.3, 0.5], [-2.8, 1.0, 1.6], [0.0, 0.6, -0.2], [0.0, 0.2, -0.2], [0.2, 0.1, -0.3], [0.2, -0.2, -0.1], [0.0, 0.2, -0.2], [0.0, 0.0, 0.0], [-0.2, -0.1, -0.1], [0.0, 0.0, 0.0], [0.0, 0.2, -0.2], [0.0, -0.2, 0.1], [0.1, 1.2, -0.4], [-1.6, 0.1, -2.2], [3.1, -4.8, 7.4], [-0.9, 1.0, -1.1], [-0.4, 0.4, -1.3], [0.3, 0.3, 0.4], [-0.7, 2.9, -1.7], [0.1, -0.2, -0.6], [0.0, -0.2, -0.2], [0.1, -0.3, -0.1], [0.1, -0.2, 0.2], [-0.1, -0.1, -0.2], [0.0, 0.0, 0.0], [-0.2, 0.0, -0.1], [-0.1, 0.0, 0.0], [0.0, -0.1, -0.2], [0.0, 0.1, 0.2]]
}

***

4.
{
  "formula": "C12H14NO",
  "method": "ωB97M-V/def2-TZVPD",
  "de_lowest_ev": 5.2729,
  "total_charge": 1,
  "e_homo_ev": [-10.18, -10.18],
  "symbols": ["C", "C", "C", "C", "C", "C", "C", "C", "C", "C", "C", "C", "N", "O", "H", "H", "H", "H", "H", "H", "H", "H", "H", "H", "H", "H", "H", "H"],
  "positions_angstrom": [[0.856837, -3.460394, -0.259565], [0.235622, -2.732536, -1.309842], [0.510346, -3.178221, 1.069937], [-0.612966, -1.710021, -1.169636], [-0.671032, -2.300057, 1.367517], [-1.095553, -1.463256, 0.226417], [-0.851579, 2.996516, -0.424854], [-3.112052, 0.290453, 0.540598], [-2.115166, -0.538976, 0.523014], [0.267164, 3.420358, -1.253412], [0.394168, 2.330609, -0.319386], [2.772192, 2.031485, 0.101501], [1.367485, 1.800338, 0.403021], [-1.945177, 3.128584, 0.023847], [1.587031, -4.153742, -0.315044], [0.564518, -3.031359, -2.279911], [1.029921, -3.564156, 1.937184], [-1.080410, -1.241204, -1.958991], [-1.549702, -2.956714, 1.652769], [-2.975396, 1.327760, 0.729752], [-4.139110, -0.126983, 0.427089], [0.129362, 3.304753, -2.376853], [0.664524, 4.377137, -1.030890], [3.260790, 1.083030, 0.274429], [2.693297, 2.293336, -0.878589], [3.202413, 2.797062, 0.770929], [1.058632, 1.143874, 1.207940], [-0.446150, -1.867688, 2.321021]],
  "atomic_forces_ev_per_a": [[-2.4, 2.4, 5.6], [0.3, 0.0, -1.3], [-0.1, -0.3, -3.0], [0.1, -1.4, 3.4], [0.1, -2.4, 0.5], [-3.5, 4.0, 0.5], [-3.5, -0.2, 1.1], [-1.1, -1.2, 0.1], [3.5, -2.3, -2.2], [-0.5, 0.9, -2.8], [4.2, -2.5, 2.5], [-0.3, -0.8, 2.8], [-3.8, -0.3, 0.6], [1.0, 0.2, -0.6], [2.4, -2.0, -1.2], [0.0, 0.0, -0.8], [0.1, -0.4, -0.3], [-0.8, 1.1, -1.6], [0.8, 0.3, -0.4], [-0.2, 0.6, 0.2], [0.7, 0.5, 0.1], [0.2, -0.3, 1.4], [1.0, 0.9, 0.2], [0.4, -0.1, -0.3], [1.0, 0.9, -2.8], [-0.3, -0.2, -0.4], [0.6, 1.4, -1.7], [-0.1, 1.2, 0.4]]
}

***

Number 1: molar mass 261.8 g/mol. Number 2: molar mass 464.0 g/mol. Number 3: molar mass 713.6 g/mol. Number 4: molar mass 188.2 g/mol.